1.
{"formula": "C13H18F15KN3O11S5", "method": "wB97M-V/def2-TZVPD", "e_lumo_ev": 1.449, "total_charge": -1, "e_homo_ha": -0.251, "spin_multiplicity": 1, "total_energy_ha": -5586.93877, "species": ["K", "C", "F", "F", "F", "S", "O", "O", "O", "C", "C", "C", "N", "C", "C", "C", "C", "C", "H", "H", "H", "H", "H", "H", "H", "H", "H", "H", "H", "H", "H", "H", "H", "H", "H", "H", "C", "F", "F", "F", "S", "O", "O", "N", "S", "O", "O", "C", "F", "F", "F", "C", "F", "F", "F", "S", "O", "O", "N", "S", "O", "O", "C", "F", "F", "F"], "coordinates": [[-3.47059, -5.28678, 7.95694], [-5.94454, -10.03038, 7.52444], [-4.62789, -10.27677, 7.20388], [-6.64916, -9.93922, 6.40302], [-6.37971, -10.97966, 8.36882], [-6.06359, -8.21271, 8.48582], [-5.40476, -7.09611, 7.78541], [-7.50827, -8.02902, 8.56769], [-5.46869, -8.45391, 9.77943], [-5.46900, -5.59703, 4.90040], [-5.59694, -6.76547, 3.90322], [-4.68973, -7.93442, 4.35547], [-4.59088, -9.16850, 3.38345], [-5.97519, -9.87420, 3.22824], [-3.94782, -8.76672, 2.07543], [-2.95101, -9.87696, 1.60115], [-2.35112, -10.37226, 2.89260], [-3.51519, -10.19126, 3.90045], [-6.24758, -5.71837, 5.65353], [-5.46462, -4.59055, 4.48197], [-4.44718, -5.65865, 5.27482], [-5.33094, -6.34685, 2.93260], [-6.63337, -7.09754, 3.84273], [-4.97807, -8.31396, 5.33573], [-3.65883, -7.58920, 4.43395], [-5.84712, -10.46408, 2.32064], [-6.73745, -9.10373, 3.11232], [-6.21293, -10.57184, 4.03128], [-4.71907, -8.68622, 1.30941], [-3.49334, -7.78251, 2.18886], [-3.39358, -10.66560, 0.99265], [-2.21261, -9.55705, 0.86595], [-2.03502, -11.41120, 2.79885], [-1.50901, -9.77643, 3.24463], [-3.90024, -11.20177, 4.03732], [-3.15617, -9.79831, 4.85165], [-2.87297, -1.03884, 8.74049], [-3.16006, -0.12870, 7.79359], [-1.97239, -1.99067, 8.33098], [-2.35242, -0.42413, 9.89323], [-4.52808, -1.96330, 9.04819], [-5.31071, -1.06400, 9.88057], [-5.02394, -2.32301, 7.75296], [-3.88974, -3.47435, 9.82899], [-4.06256, -3.13988, 11.26739], [-3.32616, -2.01429, 11.83154], [-5.42791, -3.27139, 11.74172], [-3.16906, -4.67983, 12.15091], [-1.85718, -4.58200, 12.15384], [-3.58119, -4.73301, 13.42030], [-3.41217, -5.78160, 11.43314], [-0.21187, -7.47446, 7.93878], [0.28958, -8.68984, 8.14720], [-0.98700, -7.15236, 8.94983], [0.84507, -6.63004, 7.78357], [-1.26068, -7.54801, 6.36545], [-0.45413, -8.30804, 5.37768], [-2.49977, -8.20074, 6.80875], [-1.58382, -5.85546, 6.10123], [-1.03218, -5.62627, 4.73440], [0.40175, -5.71976, 4.64329], [-1.80117, -6.20234, 3.65099], [-1.40759, -3.70533, 4.54678], [-0.89969, -3.30159, 3.39981], [-2.76934, -3.46652, 4.52298], [-0.86939, -3.03491, 5.51177]], "nbo_charge": [0.926, 0.751, -0.351, -0.341, -0.312, 2.279, -1.043, -0.984, -0.969, -0.605, -0.433, -0.210, -0.223, -0.392, -0.231, -0.424, -0.431, -0.220, 0.246, 0.226, 0.202, 0.210, 0.201, 0.256, 0.245, 0.204, 0.229, 0.245, 0.214, 0.258, 0.206, 0.242, 0.224, 0.249, 0.219, 0.264, 0.759, -0.306, -0.323, -0.306, 2.114, -0.863, -0.918, -1.200, 2.191, -0.953, -0.946, 0.752, -0.328, -0.314, -0.330, 0.767, -0.304, -0.292, -0.307, 2.076, -0.885, -0.916, -1.199, 2.221, -0.929, -0.987, 0.753, -0.313, -0.345, -0.299]}

2.
{"formula": "C13H18FeI2N4O4S", "method": "wB97M-V/def2-TZVPD", "e_lumo_ev": [-11.250, -10.629], "total_charge": 3, "e_homo_ha": [-0.623, -0.623], "spin_multiplicity": 2, "total_energy_ha": -3282.34439, "species": ["Fe", "I", "C", "I", "H", "H", "N", "C", "C", "N", "H", "H", "H", "H", "H", "H", "H", "H", "H", "S", "C", "C", "N", "C", "H", "H", "H", "O", "C", "O", "C", "C", "C", "C", "C", "C", "N", "O", "O", "H", "H", "H", "H"], "coordinates": [[0.90466, -0.43592, 0.29345], [1.33459, -0.83278, 3.19250], [3.33965, -0.32562, 2.77744], [3.68439, -0.49713, 0.69788], [3.99552, -1.01090, 3.30122], [3.51063, 0.70337, 3.07224], [0.49363, -6.23977, -0.54010], [-0.17067, -4.97757, -0.04257], [0.77939, -3.76996, -0.07343], [0.07780, -2.53125, 0.32651], [-0.16022, -7.02974, -0.51520], [1.30214, -6.50160, 0.03104], [0.81449, -6.14877, -1.50761], [-0.51136, -5.17372, 0.97285], [-1.04074, -4.80328, -0.67375], [1.18507, -3.63604, -1.07684], [1.61447, -3.92984, 0.61027], [-0.26821, -2.62970, 1.27843], [-0.74155, -2.39342, -0.26608], [1.98294, -0.62926, -3.98399], [0.94777, 0.68469, -3.65443], [0.58219, 0.68507, -2.35363], [1.12947, -0.35859, -1.62555], [1.89390, -1.12588, -2.38850], [0.66652, 1.38499, -4.42677], [-0.06959, 1.39902, -1.88091], [2.44701, -1.97529, -2.01433], [-0.86818, 0.37414, 0.21290], [-0.37419, 1.49556, 0.56705], [0.87123, 1.42953, 0.82201], [-1.13938, 2.71972, 0.63194], [-0.50159, 3.92014, 0.95921], [-1.23060, 5.09530, 0.98912], [-2.58049, 5.04391, 0.69435], [-3.23733, 3.86906, 0.37510], [-2.50807, 2.69436, 0.34447], [-3.36274, 6.30922, 0.72327], [-2.74018, 7.32180, 0.95645], [-4.55131, 6.21187, 0.50946], [0.55595, 3.93719, 1.18608], [-0.76166, 6.03870, 1.22875], [-4.29551, 3.87892, 0.15825], [-2.99983, 1.75946, 0.11148]], "lowdin_spin": [1.144, -0.026, 0.000, -0.025, 0.000, 0.000, 0.000, 0.000, 0.002, -0.006, 0.000, 0.000, 0.000, 0.000, 0.000, 0.000, 0.000, 0.000, 0.000, 0.006, -0.001, 0.001, -0.025, 0.007, 0.000, 0.000, 0.000, -0.040, -0.002, -0.028, -0.003, -0.001, 0.000, -0.001, 0.000, -0.001, 0.000, 0.000, 0.000, 0.000, 0.000, 0.000, 0.000]}

3.
{"formula": "C13H18FeN", "method": "wB97M-V/def2-TZVPD", "e_lumo_ev": [2.948, 2.823], "total_charge": -1, "e_homo_ha": [0.036, -0.212], "spin_multiplicity": 5, "total_energy_ha": -1824.30618, "species": ["C", "N", "H", "H", "H", "H", "H", "C", "C", "C", "C", "C", "C", "C", "Fe", "C", "C", "C", "C", "C", "H", "H", "H", "H", "H", "H", "H", "H", "H", "H", "H", "H", "H"], "coordinates": [[1.30555, 1.90484, -2.59009], [0.45411, 1.76438, -1.41145], [2.31780, 2.25097, -2.33967], [1.34921, 0.93516, -3.08569], [0.88779, 2.67351, -3.24888], [0.24357, 2.72077, -1.08332], [0.95624, 1.35223, -0.60320], [-2.00997, 2.16228, -0.86154], [-1.20509, 0.83220, -0.75553], [-1.26258, 0.21319, 0.59989], [-1.82568, -1.10209, 1.11629], [-1.20634, -1.38738, 2.37942], [-0.33798, -0.28357, 2.73898], [-0.42275, 0.71623, 1.68429], [0.12246, -1.10099, 0.98246], [2.05689, -1.11197, 0.71260], [1.37544, -0.91161, -0.57385], [0.44575, -2.00930, -0.78297], [0.57316, -2.92502, 0.34479], [1.56452, -2.37168, 1.27823], [-1.71555, 2.69364, -1.79672], [-3.13060, 1.95704, -0.85400], [-1.78853, 2.83775, 0.01408], [-1.26796, 0.08262, -1.59966], [-2.60446, -1.70395, 0.62157], [-1.40306, -2.22969, 3.02059], [0.23970, -0.18006, 3.66930], [0.01874, 1.73284, 1.65736], [2.83600, -0.46890, 1.13776], [1.59061, -0.12335, -1.29788], [-0.17536, -2.14870, -1.68668], [0.08105, -3.90837, 0.43269], [1.93731, -2.86302, 2.18085]], "lowdin_spin": [0.337, 0.218, 0.095, 0.020, 0.060, 0.080, 0.026, 0.103, 0.490, 0.066, 0.073, 0.045, -0.008, 0.157, 1.808, 0.046, 0.065, 0.018, 0.083, -0.003, 0.030, 0.022, 0.021, 0.018, 0.006, 0.007, 0.002, 0.051, 0.036, 0.012, 0.007, 0.010, 0.001]}

4.
{"formula": "C13H18N2O2S2W", "method": "wB97M-V/def2-TZVPD", "e_lumo_ev": -8.546, "total_charge": 2, "e_homo_ha": -0.560, "spin_multiplicity": 1, "total_energy_ha": -1628.97676, "species": ["W", "C", "C", "C", "C", "C", "H", "H", "H", "H", "H", "C", "C", "N", "O", "C", "C", "N", "O", "H", "H", "H", "H", "H", "H", "H", "C", "C", "S", "C", "C", "S", "H", "H", "H", "H", "H", "H"], "coordinates": [[0.88886, -0.72685, 0.01875], [2.46169, -2.48395, -0.07206], [1.17659, -3.06225, -0.32231], [0.40062, -2.92915, 0.84013], [1.17047, -2.22034, 1.79732], [2.47653, -1.98778, 1.24653], [3.26716, -2.41770, -0.78906], [0.86776, -3.50788, -1.25545], [-0.61950, -3.25413, 0.97291], [0.85548, -1.98213, 2.80139], [3.31395, -1.53265, 1.75056], [-3.49270, -0.72201, -0.84996], [-2.00566, -0.72409, -0.88118], [-1.26737, -0.63184, 0.18686], [-1.83466, -0.56667, 1.42549], [-1.21441, -0.82932, -2.12896], [-1.73731, -0.92747, -3.51547], [0.00894, -0.81163, -1.75738], [1.24618, -0.84792, -2.13105], [-3.87958, -1.52171, -0.21173], [-3.90040, -0.87214, -1.84569], [-3.86955, 0.23478, -0.47577], [-2.80424, -0.58821, 1.34179], [-2.41403, -0.09878, -3.72784], [-2.28911, -1.85954, -3.65118], [-0.91555, -0.90143, -4.22768], [1.18062, 4.09449, 0.01395], [1.11225, 2.64822, 0.39349], [1.10354, 1.48463, -0.81584], [1.12119, 2.21572, 1.70832], [1.20245, 3.15121, 2.87107], [1.12577, 0.55955, 2.01971], [1.12328, 4.23064, -1.06299], [2.11817, 4.52986, 0.36625], [0.36553, 4.64892, 0.48180], [0.31034, 3.78073, 2.90465], [2.06475, 3.81197, 2.76613], [1.28195, 2.61685, 3.81450]], "nbo_charge": [1.005, -0.226, -0.247, -0.206, -0.270, -0.236, 0.298, 0.286, 0.279, 0.297, 0.299, -0.715, 0.262, -0.128, -0.491, 0.226, -0.680, -0.098, -0.372, 0.264, 0.278, 0.274, 0.495, 0.267, 0.268, 0.273, -0.663, -0.162, 0.379, -0.137, -0.665, 0.304, 0.254, 0.260, 0.255, 0.260, 0.260, 0.255]}

What is the formula in the first record? C13H18F15KN3O11S5